The following is a quantum chemistry calculation of a 2-piece molecular cluster, C5H12N2O overall, from the Open Molecules 2025 dataset.

The geometry in ORCA input format:
```
! RIJCOSX wB97M-V def2-TZVPD def2/J DEFGRID3
* xyz 0 1
O -2.03 0.91 -1.97
C -2.57 0.46 -1.00
C -2.17 -0.84 -0.34
N -2.73 -0.89 1.01
H -3.41 0.99 -0.51
H -2.59 -1.65 -0.94
H -1.08 -0.87 -0.38
H -2.52 -1.76 1.47
H -2.29 -0.17 1.58
C 2.04 -0.09 1.75
C 1.50 0.49 0.47
C 2.00 0.16 -0.72
N 1.86 0.84 -1.91
H 2.90 -0.73 1.55
H 2.35 0.72 2.40
H 1.30 -0.66 2.31
H 0.83 1.35 0.53
H 2.65 -0.71 -0.79
H 2.51 0.67 -2.65
H 1.46 1.76 -1.86
*
```

Values from the calculation:
- energy relative to the best compared isomer or geometry (same formula, charge and spin) (kcal per mole) = 54.8
- HOMO-LUMO gap (Ha) = 0.322
- structure (SMILES) = C/C=C/N.NCC=O
- E_LUMO (eV) = 0.97